94
Properties=species:S:1:pos:R:3:forces:R:3 method="wB97M-V/def2-TZVPD" homo_ev=-8.77 lumo_ha=-0.029 molar_mass_g_mol=622.624 relative_energy_ev=4.413 fmax_ev_per_a=5.406
C 4.8833 3.2950 1.2823 -2.3 0.6 -0.3
C 3.8864 3.2233 0.0066 2.9 0.6 0.8
O 2.6396 2.7052 0.2792 -0.9 -0.7 0.7
O 6.0333 4.0839 1.1389 -0.1 0.1 -0.3
H 5.0323 2.3058 1.7153 0.3 -0.2 -0.3
H 4.2633 3.8152 2.0125 0.2 0.1 0.4
H 4.4390 2.5463 -0.6449 -0.6 0.2 -0.8
H 3.6786 4.2166 -0.3912 1.0 0.1 -0.4
H 2.1907 3.3014 0.8830 -0.1 -0.1 0.1
H 6.7485 3.6442 0.6733 -0.1 -0.3 -0.1
C -5.4161 -0.5848 -0.4976 -0.6 -0.3 0.0
C -4.5633 -1.1071 0.6820 -2.1 3.8 -0.7
O -3.7209 -2.0840 0.3556 1.9 -2.5 -1.1
O -6.5281 -1.4498 -0.7731 0.6 0.4 -0.1
H -4.8033 -0.3804 -1.3756 0.6 -1.0 -0.3
H -5.7500 0.4504 -0.4270 -0.7 -0.2 1.1
H -5.1245 -1.3662 1.5798 -0.4 0.4 0.0
H -3.9765 -0.1948 0.7886 0.5 0.1 1.1
H -4.1780 -2.7905 -0.1064 0.2 -0.4 0.1
H -6.1495 -2.1999 -1.2373 -0.3 -0.2 -0.2
C -0.5795 -0.7454 0.1332 0.9 -0.4 -0.7
C 0.6738 0.0388 0.6428 -0.6 -0.4 -0.5
O 1.4894 0.4884 -0.4133 -0.6 -0.5 -0.5
O -1.2882 -1.2766 1.2030 -0.4 0.9 2.3
H -0.4242 -1.6511 -0.4531 1.3 0.4 -0.8
H -1.2734 -0.1465 -0.4566 0.4 0.7 -0.2
H 1.3220 -0.4939 1.3385 -0.5 -0.7 0.2
H 0.3308 0.9312 1.1662 -0.4 0.0 0.2
H 2.0299 1.1747 -0.0151 0.4 0.6 -0.2
H -2.1711 -1.4701 0.8797 -0.4 -0.7 0.0
C 1.1974 -1.2855 -3.5010 0.0 -0.1 -0.6
C 1.6584 -2.4431 -4.4328 0.9 1.6 1.4
O 1.6660 -3.6403 -3.6894 -0.5 -0.6 -1.0
O 2.2030 -0.8326 -2.6113 0.9 -0.5 -1.2
H 0.3740 -1.5387 -2.8332 -0.5 -0.7 -0.6
H 0.8584 -0.4974 -4.1734 0.0 0.3 0.0
H 2.6908 -2.2658 -4.7343 0.3 0.5 0.1
H 1.1378 -2.4941 -5.3891 -0.8 -0.1 0.3
H 1.7757 -4.3058 -4.3726 0.1 -0.7 0.4
H 1.8365 -0.1174 -2.0862 -0.2 0.0 0.5
C -0.0172 2.1070 -3.5197 -0.1 1.0 -1.6
C 1.5018 2.4697 -3.7008 -0.3 -2.6 0.7
O 1.8299 3.3439 -4.7101 -0.5 1.4 -1.0
O -0.6847 1.4780 -4.7443 1.3 0.2 2.3
H -0.5819 3.0188 -3.3256 0.0 0.3 -0.1
H -0.2285 1.5103 -2.6324 0.4 -0.6 -0.4
H 2.0438 1.5490 -3.9167 -0.2 -0.6 0.0
H 2.0132 2.7900 -2.7931 -0.7 0.4 0.4
H 1.0884 3.3944 -5.3178 0.1 0.2 -0.2
H -0.6162 2.0722 -5.4951 0.0 0.2 0.1
C 2.3889 1.4305 4.0782 2.5 1.6 0.8
O 3.4981 1.7843 4.3876 2.0 0.3 0.4
N 1.7074 0.4702 4.5947 -2.7 -3.5 1.5
N 1.6579 2.0812 3.1965 -1.6 1.9 -2.6
H 1.9962 -0.1812 5.3105 0.1 0.3 -0.4
H 0.7628 0.4885 4.2377 -0.1 -1.1 0.9
H 1.9279 3.0339 2.9976 -0.3 -0.3 0.1
H 0.7237 1.7191 3.0690 0.0 1.0 -0.4
C -4.0630 2.2909 -2.3392 -3.7 -1.1 -3.8
O -4.8880 2.3806 -3.2761 1.2 0.4 0.6
N -3.0146 1.5244 -2.3521 2.5 -1.3 -0.4
N -4.3492 2.7307 -1.1537 -1.3 2.1 3.2
H -2.5251 1.5428 -1.4689 0.9 -0.7 -0.8
H -2.7624 1.0874 -3.2270 0.5 0.0 0.4
H -3.6877 2.6391 -0.3960 -0.5 0.4 0.1
H -5.2541 3.1778 -1.1185 0.4 0.2 0.6
C 3.9851 -1.9466 1.3081 -2.5 -2.9 3.4
O 3.6498 -2.8095 2.1078 0.4 -0.8 0.5
N 3.7628 -1.9714 0.0480 -0.6 -0.8 -5.3
N 4.3971 -0.7714 1.6657 1.5 3.2 1.2
H 3.1848 -2.6975 -0.3505 -0.1 -0.1 -0.1
H 3.7818 -1.0687 -0.4047 -0.5 -0.7 -0.6
H 4.7520 -0.3488 0.8198 0.9 1.4 1.4
H 4.6146 -0.6609 2.6458 0.5 0.6 -0.5
C -2.5327 -3.5464 4.0772 2.6 -0.3 -0.2
O -1.6366 -4.3050 3.7347 -0.5 -1.0 0.0
N -2.2997 -2.2569 4.1749 -0.2 2.9 0.3
N -3.7412 -3.8802 4.5019 -2.1 -1.8 0.2
H -2.9912 -1.7542 4.7127 0.6 0.6 -0.3
H -1.4604 -1.8358 3.8030 -0.2 -0.1 0.2
H -3.9315 -4.8445 4.2691 -0.5 0.1 0.2
H -4.4912 -3.2110 4.4035 0.1 -0.4 0.0
O -1.4386 0.9757 3.1429 0.3 0.5 0.2
H -2.2746 1.1038 3.5910 -0.2 0.1 0.3
H -1.6737 0.5744 2.3063 0.1 -0.8 -0.4
O -1.2129 -4.1883 1.1392 -0.1 -0.2 -1.4
H -1.3900 -4.2990 2.0733 0.1 -0.2 0.7
H -0.9332 -3.2768 1.0543 0.1 0.2 0.2
O -1.3597 2.5884 -0.0695 -0.2 -0.2 0.0
H -1.1471 3.5056 -0.2421 0.0 0.3 -0.2
H -1.2499 2.4904 0.8764 0.1 -0.1 0.4
O 1.6571 -4.1705 -1.0597 0.3 0.1 0.6
H 1.6980 -3.9805 -1.9970 0.1 0.1 -0.5
H 0.7210 -4.2061 -0.8627 -0.3 -0.2 0.4